No. 1
The following is a DFT calculation (ωB97M-V/def2-TZVPD) of C16H25N7PPbSSe4 as an isolated structure.

Each line ends with the Mulliken charge.
Positions of all 55 atoms, in Å:
Pb1 -0.410 -1.230 0.053  0.677
C1 3.131 2.673 3.412  -1.030
C2 1.638 2.787 3.102  -0.322
N1 0.881 1.612 3.490  -0.173
C3 0.733 0.473 2.765  0.170
S1 1.549 0.331 1.243  -0.427
N2 -0.021 -0.436 3.353  -1.024
N3 -0.357 -1.503 2.613  0.698
C4 -0.877 -2.521 3.204  0.466
C5 -1.078 -2.581 4.692  -1.473
C6 -1.212 -3.693 2.382  0.507
C7 -1.707 -4.868 2.954  -0.656
C8 -1.910 -5.979 2.154  -0.374
C9 -1.634 -5.902 0.799  -0.770
C10 -1.185 -4.688 0.299  -0.113
N4 -0.977 -3.627 1.063  0.047
H1 3.654 3.578 3.095  0.363
H2 3.546 1.827 2.869  0.252
H3 3.297 2.523 4.480  0.306
H4 1.506 2.943 2.031  0.027
H5 1.211 3.640 3.633  0.386
H6 0.345 1.645 4.342  0.292
H7 -0.803 -1.619 5.114  0.382
H8 -0.449 -3.359 5.131  0.303
H9 -2.120 -2.797 4.938  0.332
H10 -1.920 -4.911 4.013  0.309
H11 -2.281 -6.898 2.591  0.395
H12 -1.771 -6.749 0.142  0.393
H13 -1.001 -4.554 -0.762  0.259
Se1 -2.634 0.288 0.732  -0.441
Se2 -4.161 -1.170 -0.314  -0.182
Se3 -3.588 -1.130 -2.550  -0.169
Se4 -1.673 -2.427 -2.761  -0.652
C11 0.257 3.833 -3.384  -0.909
N5 -0.688 2.847 -3.889  0.085
C12 -0.029 2.057 -4.925  -0.963
N6 1.212 1.427 -4.486  0.081
C13 2.096 2.456 -3.957  -0.949
N7 1.505 3.258 -2.889  0.104
C14 1.277 2.454 -1.686  -0.986
P1 0.121 1.006 -1.947  1.096
C15 -1.203 1.990 -2.816  -0.799
C16 0.950 0.379 -3.496  -0.890
H14 -0.216 4.401 -2.579  0.400
H15 0.503 4.519 -4.201  0.297
H16 0.206 2.723 -5.762  0.275
H17 -0.717 1.282 -5.268  0.425
H18 2.363 3.130 -4.777  0.290
H19 3.007 1.985 -3.579  0.413
H20 0.852 3.091 -0.905  0.335
H21 2.232 2.075 -1.314  0.493
H22 -1.718 2.602 -2.071  0.350
H23 -1.933 1.292 -3.227  0.334
H24 0.306 -0.388 -3.929  0.356
H25 1.896 -0.097 -3.219  0.404

Values from the calculation:
**ΔE to the lowest compared entry with this formula, charge and spin**: 0.0916 eV
**Max |F|**: 0.014 Eh/bohr
**Lowest unoccupied orbital energy**: 2.404 eV
**Net charge**: -1
**E**: -314189.2355 eV



No. 2
The following is a DFT calculation (ωB97M-V/def2-TZVPD) of C22H45O16Zn as an isolated structure at a distorted geometry.

Each line ends with the Mulliken charge.
Positions of all 84 atoms, in Å:
Zn1 -10.921 -7.512 -2.808  0.565
C1 -12.725 -5.408 -1.228  0.524
O1 -11.884 -6.199 -1.950  -0.054
H1 -12.364 -5.309 -0.202  -0.355
H2 -12.887 -4.401 -1.647  -0.314
H3 -13.785 -5.741 -1.136  0.007
C2 -11.157 -5.643 2.074  -0.565
O2 -10.284 -4.552 2.358  -0.250
C3 -10.345 -4.081 3.608  0.726
O3 -11.007 -4.552 4.486  -0.561
O4 -9.535 -3.034 3.690  -0.312
C4 -9.437 -2.395 4.963  -0.657
H4 -11.202 -6.264 2.972  0.504
H5 -10.733 -6.152 1.214  -0.151
H6 -12.177 -5.314 1.877  0.372
H7 -8.409 -2.504 5.303  0.235
H8 -10.118 -2.839 5.681  0.360
H9 -9.668 -1.344 4.818  0.229
C5 -12.430 -8.705 0.750  -0.155
O5 -12.945 -9.742 -0.098  -0.356
C6 -12.518 -9.898 -1.322  0.634
O6 -11.691 -9.198 -1.885  -0.321
O7 -13.053 -10.904 -1.957  -0.318
C7 -14.006 -11.773 -1.324  -0.699
H10 -11.428 -8.399 0.467  -0.198
H11 -12.454 -9.100 1.761  0.420
H12 -13.110 -7.855 0.704  0.179
H13 -13.479 -12.590 -0.836  0.312
H14 -14.618 -12.181 -2.124  0.284
H15 -14.658 -11.259 -0.627  0.318
C8 -8.687 -9.958 -0.087  -0.602
O8 -8.221 -8.669 0.286  -0.396
C9 -8.610 -7.636 -0.439  0.530
O9 -9.419 -7.671 -1.335  0.000
O10 -8.043 -6.505 -0.115  -0.245
C10 -7.182 -6.378 1.008  -0.676
H16 -8.626 -10.095 -1.163  0.307
H17 -9.695 -10.132 0.289  0.126
H18 -8.067 -10.701 0.410  0.322
H19 -7.754 -6.144 1.906  0.218
H20 -6.503 -5.551 0.818  0.268
H21 -6.573 -7.260 1.187  0.334
C11 -11.615 -1.485 -2.330  -0.319
O11 -12.297 -0.303 -2.749  -0.162
C12 -11.657 0.858 -2.668  0.683
O12 -10.605 1.046 -2.123  -0.552
O13 -12.393 1.765 -3.287  -0.309
C13 -11.824 3.079 -3.315  -0.655
H22 -10.659 -1.550 -2.847  0.339
H23 -12.219 -2.297 -2.731  -0.285
H24 -11.538 -1.540 -1.248  0.408
H25 -11.834 3.511 -2.313  0.301
H26 -12.459 3.703 -3.934  0.223
H27 -10.812 3.042 -3.708  0.301
C14 -14.465 -1.347 -4.740  -1.299
C15 -13.865 -2.690 -4.980  0.878
O14 -12.937 -2.859 -5.742  -0.616
C16 -14.410 -3.858 -4.200  -0.959
H28 -14.647 -1.184 -3.676  0.302
H29 -15.453 -1.256 -5.203  0.417
H30 -13.835 -0.536 -5.092  0.323
H31 -14.720 -3.583 -3.188  0.360
H32 -13.670 -4.651 -4.087  0.073
H33 -15.297 -4.276 -4.683  0.526
C17 -15.315 -7.737 -3.030  -0.167
C18 -16.533 -8.193 -2.259  0.570
O15 -17.280 -9.000 -2.741  -0.566
C19 -16.678 -7.702 -0.842  -0.779
H34 -15.562 -7.546 -4.072  0.426
H35 -14.613 -8.574 -2.948  0.026
H36 -14.811 -6.860 -2.620  -0.255
H37 -15.697 -7.636 -0.362  0.036
H38 -17.266 -8.425 -0.278  0.342
H39 -17.144 -6.718 -0.809  0.325
C20 -10.071 -3.925 -4.159  -0.461
C21 -9.754 -5.320 -4.506  0.724
O16 -9.677 -6.172 -3.619  -0.304
C22 -9.591 -5.696 -5.941  -1.261
H40 -10.053 -3.785 -3.084  0.199
H41 -11.060 -3.662 -4.554  0.006
H42 -9.376 -3.248 -4.662  0.482
H43 -10.566 -5.566 -6.419  0.355
H44 -9.220 -6.713 -6.006  0.336
H45 -8.903 -5.003 -6.426  0.400

Values from the calculation:
**ΔE to the lowest compared entry with this formula, charge and spin**: 0.0000 eV
**Max |F|**: 0.037 Eh/bohr
**Lowest unoccupied orbital energy**: -3.259 eV
**Net charge**: +1
**E**: -104715.2558 eV



No. 3
The following is a DFT calculation (ωB97M-V/def2-TZVPD) of one molecule with the formula C2H6O2.

Each line ends with the Mulliken charge.
Positions of all 10 atoms, in Å:
O1 -0.475 0.110 -1.971  -0.496
C1 0.101 0.427 -0.760  -0.213
C2 0.752 -0.354 1.586  -0.629
O2 -0.396 -0.453 0.276  -0.357
H1 -1.397 0.400 -1.967  0.333
H2 1.181 0.284 -0.825  0.386
H3 -0.139 1.430 -0.396  0.253
H4 0.215 -1.099 2.208  0.160
H5 0.348 0.599 1.986  0.144
H6 -0.221 -1.354 -0.039  0.419

Values from the calculation:
**ΔE to the lowest compared entry with this formula, charge and spin**: 4.3561 eV
**Max |F|**: 0.008 Eh/bohr
**Lowest unoccupied orbital energy**: 0.486 eV
**E**: -6261.8987 eV



No. 4
The following is a DFT calculation (ωB97M-V/def2-TZVPD) of C25H21ClCoN3O8 as an isolated structure.

Each line ends with the Mulliken charge.
Positions of all 59 atoms, in Å:
Co1 -0.068 -0.292 -0.596  -0.223
N1 -0.056 -2.929 -2.216  0.050
C1 -1.320 -2.582 -1.777  0.502
C2 -2.420 -3.270 -2.303  -0.992
C3 -3.668 -2.986 -1.808  -0.210
C4 -3.807 -2.046 -0.787  -1.064
C5 -2.686 -1.379 -0.354  -0.099
N2 -1.466 -1.628 -0.866  0.523
C6 1.171 -2.665 -1.646  0.900
C7 2.277 -3.421 -2.063  -1.109
C8 3.477 -3.236 -1.427  -0.315
C9 3.565 -2.322 -0.374  -1.089
C10 2.446 -1.592 -0.059  -0.073
N3 1.280 -1.736 -0.706  0.644
H1 -0.013 -3.316 -3.147  0.398
H2 -2.269 -3.999 -3.087  0.398
H3 -4.533 -3.502 -2.204  0.402
H4 -4.770 -1.816 -0.354  0.439
H5 -2.705 -0.615 0.415  0.502
H6 2.163 -4.127 -2.874  0.380
H7 4.345 -3.806 -1.736  0.406
H8 4.487 -2.162 0.165  0.406
H9 2.441 -0.838 0.716  0.427
C11 2.601 2.948 -0.798  -2.034
C12 1.278 2.227 -0.701  1.148
O1 1.356 0.991 -0.616  -0.050
C13 0.044 2.965 -0.701  0.527
C14 0.077 4.377 -0.608  -0.909
C15 -1.060 5.134 -0.610  -0.820
C16 -2.305 4.480 -0.728  -0.400
C17 -2.382 3.124 -0.833  -0.856
C18 -1.214 2.299 -0.816  0.451
O2 -1.375 1.037 -0.931  -0.304
H10 3.373 2.209 -0.997  0.350
H11 2.823 3.449 0.147  0.405
H12 2.596 3.696 -1.589  0.470
H13 1.034 4.873 -0.519  0.344
H14 -1.008 6.211 -0.523  0.367
H15 -3.218 5.067 -0.733  0.384
H16 -3.332 2.613 -0.920  0.409
O3 -1.908 0.344 2.119  -0.746
C19 -0.744 -0.004 2.354  0.449
O4 0.116 -0.441 1.529  -0.328
C20 -0.240 0.141 3.788  -0.061
C21 -1.055 0.726 4.750  -0.260
C22 -0.613 0.867 6.057  -0.555
C23 0.650 0.414 6.417  -0.322
C24 1.468 -0.173 5.461  -0.633
C25 1.025 -0.305 4.152  -0.186
H17 -2.037 1.062 4.442  0.440
H18 -1.254 1.328 6.800  0.370
H19 0.996 0.520 7.438  0.358
H20 2.454 -0.529 5.738  0.377
H21 1.646 -0.756 3.390  0.348
O5 -0.908 -1.330 -4.380  -0.699
Cl1 0.462 -0.918 -4.580  1.850
O6 0.573 -0.099 -5.753  -0.736
O7 1.290 -2.106 -4.738  -0.732
O8 0.919 -0.175 -3.418  -0.620

Values from the calculation:
**ΔE to the lowest compared entry with this formula, charge and spin**: 0.0000 eV
**Max |F|**: 0.008 Eh/bohr
**Lowest unoccupied orbital energy (spin up / spin down)**: 2.750 / 2.750 eV
**Net charge**: -1
**Multiplicity**: 2
**E**: -97263.8006 eV



What did the third record say?
The following is a DFT calculation (ωB97M-V/def2-TZVPD) of one molecule with the formula C2H6O2.

Each line ends with the Mulliken charge.
Positions of all 10 atoms, in Å:
O1 -0.475 0.110 -1.971  -0.496
C1 0.101 0.427 -0.760  -0.213
C2 0.752 -0.354 1.586  -0.629
O2 -0.396 -0.453 0.276  -0.357
H1 -1.397 0.400 -1.967  0.333
H2 1.181 0.284 -0.825  0.386
H3 -0.139 1.430 -0.396  0.253
H4 0.215 -1.099 2.208  0.160
H5 0.348 0.599 1.986  0.144
H6 -0.221 -1.354 -0.039  0.419

Values from the calculation:
**ΔE to the lowest compared entry with this formula, charge and spin**: 4.3561 eV
**Max |F|**: 0.008 Eh/bohr
**Lowest unoccupied orbital energy**: 0.486 eV
**E**: -6261.8987 eV



- Among the records above, which one has the highest ΔE to the lowest compared entry with this formula, charge and spin?
  C2H6O2



- What is the max |F| in the fourth record?
  0.008 Eh/bohr



- Which value of ΔE to the lowest compared entry with this formula, charge and spin does entry 3 give?
  4.3561 eV